# C29H22IO3PSTeV

C29H22IO3PSTeV as an isolated structure (ωB97M-V with the def2-TZVPD basis set, OMol25).

Properties
E_HOMO (spin up / spin down): -6.8139 / -6.8582 eV
frontier orbital gap (spin up / spin down): 6.51 / 6.42 eV
E: -3593.2878 a.u.
energy relative to the best compared isomer or geometry (same formula, charge and spin): 0.0 kcal per mole

Geometry as ORCA input:
```
! wB97M-V def2-TZVPD RIJCOSX def2/J DEFGRID3
* xyz 0 2
I 2.419 1.333 0.603
Te 2.440 -2.411 0.305
V 0.429 -0.607 0.097
S 2.287 -5.442 -1.022
P 0.042 -0.085 2.519
O -0.859 1.980 -1.153
O -2.125 -1.013 0.409
O -0.669 -1.783 -1.039
C 0.955 -6.513 -0.944
C -1.331 -3.721 3.671
C -0.562 -2.682 3.173
C -0.108 -5.924 -0.331
C -2.266 -1.109 3.817
C -2.570 -3.459 4.240
C 5.687 -0.138 2.931
C 3.789 -0.381 4.410
C 2.016 -0.613 6.026
C -0.896 3.711 3.804
C 3.339 -0.672 5.719
C -0.407 1.049 -0.686
C -1.881 -1.659 -0.623
C -1.026 -1.369 3.248
C -1.974 1.765 2.143
C 1.095 -0.353 4.998
C -0.252 2.488 3.663
C 3.466 0.407 2.165
C 1.466 -0.092 3.698
C -3.035 -2.155 4.312
C -2.079 3.959 3.126
C 4.810 0.332 1.937
C -2.950 -2.306 -1.453
C 5.180 -0.457 4.151
C 1.453 -4.204 -0.174
C 0.177 -4.601 0.110
C -2.618 2.982 2.298
C 2.865 -0.010 3.389
C -0.786 1.506 2.834
H 5.828 -0.777 4.958
H -1.062 -6.414 -0.189
H -3.934 -1.938 -1.172
H 1.010 -7.504 -1.365
H -0.962 -4.737 3.602
H -2.580 4.912 3.240
H -2.909 -3.384 -1.285
H -2.643 -0.097 3.877
H 0.042 -0.406 5.243
H 4.078 -0.931 6.467
H -0.534 -3.971 0.625
H 1.660 -0.810 7.028
H -0.467 4.469 4.446
H -2.391 1.009 1.487
H 5.212 0.645 0.983
H -2.751 -2.135 -2.509
H 0.401 -2.891 2.717
H 6.745 -0.209 2.723
H 0.670 2.309 4.200
H -3.540 3.169 1.762
H -4.002 -1.946 4.752
H -3.174 -4.272 4.625
*
```